The following is a DFT calculation (ωB97M-V/def2-TZVPD) of a cluster of 3 separate species, C37H37N2O4 in total at a distorted geometry.

Last columns: bonded neighbours and bond lengths (Å).
Atoms and positions in Å:
1 N 0.78617 -1.43629 3.34583  C2 1.510, H12 1.048, H13 1.044
2 C 1.10155 -1.91538 1.94938  N1 1.510, C3 1.632, H14 1.192, H15 1.194
3 C 0.87095 -3.50701 1.67031  C2 1.632, C4 1.631, H16 1.186, H17 1.191
4 C 0.79085 -4.46805 2.98597  C3 1.631, C5 1.672, H18 1.167, H19 1.193
5 C 2.23441 -5.22000 3.36628  C4 1.672, C6 1.638, H20 1.192, H21 1.171
6 C 2.20664 -5.43883 4.98950  C5 1.638, C7 1.635, H22 1.191, H23 1.188
7 C 3.54614 -6.11940 5.63383  C6 1.635, C8 1.637, N11 1.525, H24 1.192
8 C 4.24499 -7.42977 4.94465  C7 1.637, C9 1.674, H25 1.192, H26 1.174
9 C 5.38725 -7.70295 6.13683  C8 1.674, C10 1.669, H27 1.169, H28 1.194
10 C 5.96663 -6.13820 6.18259  C9 1.669, N11 1.544, H29 1.191, H30 1.191
11 N 4.71342 -5.24348 6.07464  C7 1.525, C10 1.544, H31 1.065, H32 1.048
12 H -0.23480 -1.52343 3.56421  N1 1.048
13 H 1.37863 -1.88908 4.07593  N1 1.044
14 H 2.20234 -1.56788 1.65342  C2 1.192
15 H 0.37657 -1.30914 1.21954  C2 1.194
16 H 1.73987 -3.88776 0.95851  C3 1.186
17 H -0.16802 -3.62042 1.10022  C3 1.191
18 H 0.41436 -3.96504 3.96987  C4 1.167
19 H 0.02552 -5.34459 2.72163  C4 1.193
20 H 2.20081 -6.24300 2.75465  C5 1.192
21 H 3.16709 -4.63444 2.96730  C5 1.171
22 H 2.10263 -4.36189 5.48851  C6 1.191
23 H 1.24900 -6.09599 5.23859  C6 1.188
24 H 3.13219 -6.55431 6.66410  C7 1.192
25 H 3.66805 -8.47172 4.98968  C8 1.192
26 H 4.87865 -7.18423 3.98697  C8 1.174
27 H 6.14933 -8.57415 5.96998  C9 1.169
28 H 4.94653 -7.78613 7.24288  C9 1.194
29 H 6.54731 -5.95255 5.15948  C10 1.191
30 H 6.69846 -5.86127 7.08095  C10 1.191
31 H 4.41371 -5.00750 7.06860  N11 1.065
32 H 4.92459 -4.36838 5.53760  N11 1.048
33 C -4.25994 -1.31628 -6.65775  C34 1.395, C38 1.396, H49 1.088
34 C -4.96204 -0.29281 -6.02169  C33 1.395, C35 1.396, H50 1.088
35 C -4.43160 0.31454 -4.88238  C34 1.396, C36 1.400, H51 1.089
36 C -3.20012 -0.11124 -4.36991  C35 1.400, C37 1.394, C47 1.476
37 C -2.50996 -1.15110 -4.99161  C36 1.394, C38 1.401, C39 1.477
38 C -3.03555 -1.74744 -6.14523  C33 1.396, C37 1.401, H52 1.089
39 C -1.23431 -1.64175 -4.43121  C37 1.477, O40 1.225, C41 1.477
40 O -0.62565 -2.55278 -4.97875  C39 1.225
41 C -0.70764 -1.02495 -3.19741  C39 1.477, C42 1.401, C46 1.394
42 C 0.47087 -1.51893 -2.62300  C41 1.401, C43 1.397, H53 1.089
43 C 0.98305 -0.93268 -1.46356  C42 1.397, C44 1.395, H54 1.088
44 C 0.32697 0.15145 -0.88125  C43 1.395, C45 1.396, H55 1.088
45 C -0.85023 0.64200 -1.44816  C44 1.396, C46 1.401, H56 1.089
46 C -1.37358 0.04596 -2.60322  C41 1.394, C45 1.401, C47 1.476
47 C -2.63830 0.54908 -3.17481  C36 1.476, C46 1.476, O48 1.226
48 O -3.21802 1.49889 -2.66101  C47 1.226
49 H -4.66889 -1.78341 -7.55099  C33 1.088
50 H -5.92235 0.03457 -6.41386  C34 1.088
51 H -4.98286 1.11648 -4.39411  C35 1.089
52 H -2.49579 -2.55060 -6.64385  C38 1.089
53 H 0.99096 -2.36301 -3.07316  C42 1.089
54 H 1.89544 -1.32119 -1.01625  C43 1.088
55 H 0.72963 0.61295 0.01781  C44 1.088
56 H -1.35957 1.48558 -0.98519  C45 1.089
57 C 1.55341 8.46310 -0.97354  C58 1.395, C62 1.396, H73 1.088
58 C 0.74315 9.43740 -0.39112  C57 1.395, C59 1.396, H74 1.088
59 C -0.64606 9.33376 -0.47833  C58 1.396, C60 1.400, H75 1.089
60 C -1.22732 8.25828 -1.16093  C59 1.400, C61 1.394, C71 1.476
61 C -0.41681 7.29744 -1.76425  C60 1.394, C62 1.401, C63 1.477
62 C 0.97699 7.39372 -1.66047  C57 1.396, C61 1.401, H76 1.089
63 C -1.01802 6.18579 -2.52901  C61 1.477, O64 1.225, C65 1.477
64 O -0.30683 5.33937 -3.05628  C63 1.225
65 C -2.48727 6.11395 -2.65641  C63 1.477, C66 1.401, C70 1.394
66 C -3.06822 5.09823 -3.42689  C65 1.401, C67 1.397, H77 1.089
67 C -4.45755 5.01512 -3.54171  C66 1.397, C68 1.395, H78 1.088
68 C -5.26884 5.93770 -2.88175  C67 1.395, C69 1.396, H79 1.088
69 C -4.69264 6.95391 -2.11811  C68 1.396, C70 1.401, H80 1.089
70 C -3.29851 7.04769 -2.01344  C65 1.394, C69 1.401, C71 1.476
71 C -2.69785 8.14726 -1.23273  C60 1.476, C70 1.476, O72 1.226
72 O -3.41004 8.96125 -0.65620  C71 1.226
73 H 2.63592 8.53888 -0.89773  C57 1.088
74 H 1.19271 10.27763 0.13337  C58 1.088
75 H -1.27241 10.09535 -0.01673  C59 1.089
76 H 1.61587 6.63995 -2.11730  C62 1.089
77 H -2.44204 4.37203 -3.94278  C66 1.089
78 H -4.90639 4.22876 -4.14475  C67 1.088
79 H -6.35130 5.86888 -2.96511  C68 1.088
80 H -5.33225 7.67350 -1.60970  C69 1.089

total charge: +1
frontier orbital gap: 7.21 eV
spin multiplicity: 1
E_LUMO: -0.12245 Eh
molar mass: 573.7 g/mol